{"formula": "C20H30N4O3S", "method": "the ωB97M-V functional and the def2-TZVPD basis", "e_tot_ev": -44167.76267, "smiles": "CCCCn1c(N)c(N(CC(C)C)C(=O)CCCc2cccs2)c(=O)[nH]c1=O", "relative_energy_ev": 0.026, "largest_force_ha_per_bohr": 0.0155, "species": ["C", "C", "C", "H", "C", "N", "C", "C", "C", "O", "N", "C", "O", "H", "N", "C", "O", "C", "C", "H", "H", "C", "C", "C", "C", "C", "S", "H", "H", "H", "H", "H", "H", "H", "C", "H", "C", "C", "H", "H", "H", "C", "H", "H", "H", "H", "H", "N", "H", "H", "H", "H", "H", "H", "H", "H", "H", "H"], "xyz": [[-3.639834, -3.499547, 2.419743], [-3.367927, -3.907873, 0.975761], [-2.149474, -3.209411, 0.372477], [-1.287771, -3.348752, 1.028117], [-2.398262, -1.718889, 0.134195], [-1.227958, -1.054006, -0.417105], [-0.126631, -0.782266, 0.353867], [0.998110, -0.208141, -0.189468], [1.037690, 0.167161, -1.578679], [1.950812, 0.708278, -2.164976], [-0.144602, -0.141489, -2.257989], [-1.262317, -0.753406, -1.772781], [-2.218663, -1.009597, -2.467275], [-0.165389, 0.092820, -3.244214], [2.153718, -0.042075, 0.619302], [2.627164, 1.170250, 1.027570], [3.657004, 1.271752, 1.662809], [1.737605, 2.363358, 0.740851], [0.700768, 2.535899, 1.853692], [0.204567, 1.583901, 2.058769], [1.204346, 2.855963, 2.766931], [-0.371883, 3.562940, 1.465962], [-1.236302, 3.042233, 0.371075], [-1.204062, 3.326500, -0.956509], [-2.156700, 2.600008, -1.710948], [-2.901309, 1.764817, -0.949517], [-2.450209, 1.844415, 0.711071], [-3.686172, 1.102135, -1.253211], [-2.279669, 2.700386, -2.774058], [-0.527160, 4.041883, -1.388512], [-0.984962, 3.785270, 2.342689], [0.107550, 4.486195, 1.136327], [1.243075, 2.252617, -0.222004], [2.377765, 3.245498, 0.705458], [2.998667, -1.216018, 0.804488], [3.749388, -0.920682, 1.540641], [3.692987, -1.673018, -0.491302], [5.099271, -2.179166, -0.178866], [5.056472, -3.022650, 0.507983], [5.595850, -2.503310, -1.090195], [5.694531, -1.390965, 0.274642], [2.889926, -2.762147, -1.200014], [1.885203, -2.420886, -1.438676], [3.379541, -3.044317, -2.128901], [2.814137, -3.647576, -0.570328], [3.773041, -0.805266, -1.152810], [2.393101, -2.030859, 1.213187], [-0.142171, -1.157710, 1.665427], [-1.029347, -1.261088, 2.127721], [0.603079, -0.765852, 2.221179], [-3.188953, -1.602444, -0.610339], [-2.710120, -1.203783, 1.046221], [-1.913348, -3.667625, -0.589841], [-4.245871, -3.694555, 0.363619], [-3.196088, -4.985196, 0.943188], [-2.758022, -3.664081, 3.035985], [-4.453290, -4.093702, 2.828125], [-3.926241, -2.453057, 2.490693]], "forces_ev_per_a": [[-0.057, -0.098, -0.228], [0.219, 0.075, 0.095], [-0.270, 0.001, -0.040], [0.040, -0.043, -0.047], [-0.146, -0.388, 0.044], [0.005, -0.095, 0.142], [0.543, 0.245, -0.163], [0.073, 0.206, 0.179], [-0.446, -0.251, 0.246], [0.210, 0.118, -0.081], [0.167, 0.081, -0.406], [0.205, 0.121, 0.031], [-0.286, -0.114, -0.253], [-0.031, -0.048, 0.186], [-0.450, -0.643, -0.127], [-0.268, 0.571, 0.062], [0.307, 0.168, 0.072], [0.090, -0.064, 0.099], [0.088, 0.178, -0.085], [0.007, -0.025, 0.048], [0.008, -0.059, 0.045], [0.116, -0.238, 0.190], [-0.274, -0.151, 0.066], [0.037, 0.064, 0.219], [-0.183, -0.149, -0.083], [-0.040, -0.048, 0.346], [0.144, 0.439, -0.350], [-0.164, -0.142, -0.156], [-0.052, -0.012, -0.205], [0.168, 0.158, -0.029], [0.048, 0.127, -0.025], [-0.039, 0.054, 0.038], [0.018, 0.069, 0.006], [0.026, -0.060, -0.030], [0.429, 0.065, -0.025], [-0.135, -0.141, -0.031], [0.028, -0.148, 0.080], [-0.213, 0.155, -0.087], [0.049, -0.132, 0.100], [0.093, -0.085, -0.074], [0.108, 0.053, 0.080], [0.120, 0.262, -0.055], [-0.129, -0.051, -0.044], [0.011, -0.094, -0.126], [-0.028, -0.123, 0.072], [-0.026, -0.018, 0.076], [0.026, -0.020, 0.032], [-0.159, 0.038, -0.097], [0.023, 0.008, 0.008], [-0.012, 0.006, -0.028], [0.086, 0.057, 0.197], [-0.013, 0.038, -0.053], [0.085, 0.040, -0.023], [-0.062, -0.084, -0.071], [-0.071, -0.008, -0.071], [0.090, -0.002, 0.115], [-0.073, 0.007, 0.129], [-0.036, 0.128, 0.092]]}

***

{"formula": "C14H18N2O3S2Tb", "method": "the ωB97M-V functional and the def2-TZVPD basis", "e_tot_ev": -68027.92487, "total_charge": 1, "spin_multiplicity": 7, "largest_force_ha_per_bohr": 0.1077, "species": ["Tb", "O", "C", "C", "C", "C", "C", "C", "C", "O", "N", "N", "C", "S", "C", "C", "S", "H", "H", "H", "H", "H", "H", "H", "H", "H", "C", "C", "C", "O", "C", "H", "H", "H", "H", "H", "H", "H", "H", "H"], "xyz": [[1.755591, -0.839797, -0.452341], [-2.278450, 1.509819, 1.399412], [-2.443248, 0.304380, 2.034818], [-3.595690, 0.195185, 2.820223], [-3.868381, -0.987208, 3.503232], [-2.983847, -2.057177, 3.406883], [-1.826685, -1.941543, 2.626738], [-1.528571, -0.762204, 1.905946], [-0.252658, -0.609191, 1.011535], [0.005291, -1.807322, 0.647536], [0.127797, 0.674584, 0.896673], [1.222776, 1.358431, 0.138694], [1.360373, 2.614149, 0.397240], [0.423652, 3.586707, 1.513701], [0.923381, 5.175610, 0.820837], [2.390225, 5.058408, 0.466816], [2.603118, 3.523108, -0.461550], [-1.369373, 1.449158, 1.016846], [-4.274464, 1.039061, 2.889925], [-4.766933, -1.073391, 4.105338], [-3.185006, -2.987713, 3.928053], [-1.148364, -2.790173, 2.567120], [0.756376, 5.975100, 1.548567], [0.315991, 5.394154, -0.064852], [3.015677, 5.026484, 1.365909], [2.717296, 5.909021, -0.138702], [-0.035445, -2.768650, -2.977256], [1.207974, -3.287481, -3.620538], [2.230461, -2.477034, -2.845212], [1.686506, -1.181148, -2.662116], [0.306908, -1.290687, -2.965539], [-0.082926, -3.143486, -1.928355], [-0.983230, -3.020058, -3.498947], [1.221416, -2.969356, -4.689038], [1.350563, -4.387607, -3.565071], [3.209394, -2.450879, -3.368658], [2.371900, -2.930662, -1.838260], [0.148899, -0.852461, -3.976906], [-0.325764, -0.736275, -2.240721], [3.597472, -1.441854, 0.282021]], "forces_ev_per_a": [[1.245, -0.089, 1.181], [0.313, -0.848, 0.089], [-0.259, 0.761, -0.040], [-0.065, -0.618, 0.203], [0.246, 0.401, -0.364], [0.667, -0.005, -0.417], [-0.065, 0.114, -0.187], [-0.030, 1.324, 0.249], [-4.553, -0.094, 3.153], [3.363, 0.528, -2.223], [1.133, 0.337, -0.603], [-0.554, -1.771, 0.509], [0.011, 0.736, 0.017], [-0.319, -0.663, 0.034], [0.106, 0.217, -0.331], [0.193, 0.300, 0.328], [-0.164, -0.359, -0.147], [-0.566, 0.382, 0.250], [0.175, -0.044, -0.105], [0.101, 0.039, -0.059], [0.079, 0.139, -0.055], [-0.101, 0.212, -0.029], [-0.019, -0.304, 0.075], [0.093, -0.111, 0.165], [-0.134, -0.060, -0.153], [-0.020, -0.287, -0.112], [-0.894, -0.251, 0.634], [0.387, -0.516, -0.857], [1.995, -1.926, -0.548], [0.237, 0.342, -0.411], [-2.718, 0.819, -1.220], [-0.255, 0.142, -0.558], [0.631, 0.356, 0.387], [0.146, -0.366, 0.625], [0.054, 0.808, 0.063], [-0.545, 0.356, 0.575], [0.235, -0.101, -0.314], [-0.009, -0.109, 0.739], [0.463, 0.053, -0.221], [-0.600, 0.158, -0.321]]}

***

{"formula": "C16H34NO11SV", "method": "the ωB97M-V functional and the def2-TZVPD basis", "e_tot_ev": -77664.51696, "total_charge": 1, "spin_multiplicity": 2, "largest_force_ha_per_bohr": 0.0090, "species": ["V", "C", "C", "O", "C", "C", "O", "C", "C", "O", "C", "C", "O", "C", "C", "O", "H", "H", "H", "H", "H", "H", "H", "H", "H", "H", "H", "H", "H", "H", "H", "H", "H", "H", "H", "H", "O", "O", "O", "N", "O", "O", "C", "C", "C", "S", "O", "C", "C", "C", "H", "H", "H", "H", "H", "H", "H", "H", "H", "H", "H", "H", "H", "H"], "xyz": [[1.546321, 1.171532, -0.220725], [-0.762500, 3.512653, -0.202861], [0.582862, 4.181431, -0.292487], [1.292208, 3.444446, -1.301199], [2.610097, 3.927371, -1.553472], [3.282519, 2.888452, -2.403929], [3.200854, 1.659952, -1.684576], [3.756133, 0.547219, -2.388846], [3.834418, -0.570964, -1.376961], [2.583026, -0.696155, -0.691231], [1.634489, -1.638291, -1.218608], [0.744591, -1.037596, -2.297736], [0.530568, 0.352127, -1.968709], [-0.747195, 0.909106, -2.160155], [-1.377314, 1.247733, -0.823331], [-0.499697, 2.097516, -0.077906], [-1.348198, 3.682292, -1.110739], [-1.310501, 3.853661, 0.675893], [1.140824, 4.108820, 0.645757], [0.476363, 5.228540, -0.583009], [3.134480, 4.047320, -0.601077], [2.577086, 4.888300, -2.072649], [4.327759, 3.154120, -2.578507], [2.777009, 2.778402, -3.369306], [4.750900, 0.799730, -2.763775], [3.113511, 0.297343, -3.238994], [4.569903, -0.333460, -0.608742], [4.103431, -1.519811, -1.842365], [1.027445, -1.940053, -0.372147], [2.167558, -2.503138, -1.619137], [-0.204030, -1.573679, -2.286595], [1.188356, -1.075872, -3.293885], [-1.398567, 0.272490, -2.754953], [0.163990, 2.661347, -2.491380], [-1.488626, 0.313035, -0.270195], [-2.339846, 1.725304, -0.990715], [-0.480668, 2.079950, -2.970055], [-1.726637, 2.861949, -3.083571], [1.279594, 1.256491, 3.478509], [1.444132, 1.173474, 2.302490], [2.212789, 1.949001, 1.630362], [0.843794, 0.322296, 1.560108], [-1.980404, -5.991509, 2.922009], [-1.341369, -4.610344, 2.840673], [-1.732443, -3.904421, 1.550110], [-0.955590, -2.284160, 1.395385], [-1.170956, -1.829262, -0.027848], [-2.054700, -1.289016, 2.414184], [-3.457784, -1.104463, 1.850707], [-4.110076, 0.159937, 2.395042], [-1.698410, -6.503166, 3.840990], [-1.671239, -6.615957, 2.082470], [-3.068809, -5.920039, 2.899532], [-0.253566, -4.690703, 2.900316], [-1.649953, -4.012530, 3.702605], [-2.815386, -3.807232, 1.448762], [-1.373748, -4.445119, 0.671484], [-1.530188, -0.336051, 2.516814], [-2.052173, -1.753226, 3.404032], [-4.073510, -1.971654, 2.096515], [-3.398177, -1.062262, 0.760316], [-4.174280, 0.136875, 3.483893], [-5.118831, 0.284798, 2.003408], [-3.531615, 1.045101, 2.120030]], "forces_ev_per_a": [[0.118, 0.433, 0.107], [0.039, 0.036, 0.023], [-0.072, 0.035, 0.056], [0.038, -0.090, 0.005], [0.054, 0.082, -0.023], [-0.035, 0.055, 0.022], [0.182, -0.172, 0.116], [-0.053, -0.020, -0.004], [0.001, 0.011, 0.032], [-0.151, 0.053, 0.012], [0.058, -0.110, -0.023], [0.014, -0.029, -0.045], [-0.048, 0.024, 0.142], [0.023, -0.120, 0.110], [-0.147, 0.018, -0.094], [-0.026, -0.302, 0.075], [0.008, 0.014, 0.008], [-0.001, -0.004, 0.001], [0.004, 0.016, -0.016], [0.010, -0.005, -0.011], [-0.003, -0.022, -0.003], [-0.021, -0.006, 0.008], [-0.005, -0.010, 0.004], [-0.016, 0.004, 0.010], [0.014, -0.022, 0.022], [-0.002, 0.013, 0.006], [0.004, 0.018, -0.018], [0.000, 0.015, -0.020], [-0.012, 0.058, -0.027], [-0.030, -0.026, 0.038], [0.013, 0.000, -0.010], [0.003, 0.005, 0.012], [0.039, 0.046, -0.081], [-0.035, -0.012, 0.008], [0.009, 0.005, -0.045], [0.009, 0.020, 0.034], [-0.005, -0.058, 0.003], [-0.011, 0.067, -0.005], [0.042, -0.013, -0.008], [-0.023, 0.045, -0.020], [0.028, 0.186, -0.239], [0.041, -0.222, -0.182], [-0.016, -0.024, -0.006], [0.018, 0.032, 0.058], [-0.191, 0.058, -0.111], [0.163, -0.105, 0.096], [-0.089, 0.012, -0.090], [-0.005, 0.000, 0.187], [0.015, -0.087, -0.053], [-0.001, 0.046, 0.029], [0.011, 0.013, 0.007], [0.008, 0.000, 0.000], [-0.002, -0.002, 0.004], [0.001, -0.015, -0.026], [-0.024, -0.014, -0.008], [0.019, 0.053, -0.014], [0.052, -0.019, 0.033], [0.014, -0.003, -0.077], [-0.009, 0.027, -0.003], [-0.003, 0.005, -0.012], [-0.011, 0.032, 0.009], [-0.006, -0.004, 0.002], [-0.005, -0.017, -0.005], [0.004, -0.003, -0.003]]}